# 1
This record from OMol25 describes a structure of composition C30H15ClN4O4S7W. The level of theory is wB97M-V/def2-TZVPD.

Geometry as XYZ:
```
62
C30H15ClN4O4S7W | OMol25 | wB97M-V/def2-TZVPD
W -1.005 -0.530 -0.927
Cl 5.885 -1.670 -2.924
S -2.175 1.615 -0.933
S -0.110 -3.118 -2.402
S -0.066 -0.305 -5.695
S 1.620 -2.568 -4.833
S -1.908 -0.494 -3.368
S 0.308 1.178 0.570
S -3.015 -1.929 -1.056
O -7.564 -3.028 3.763
O 2.158 -1.034 -6.905
O -5.770 -3.760 4.840
O 0.397 -0.010 -1.954
N -1.699 -0.723 1.176
N 1.392 4.653 1.234
N -2.241 5.376 -1.034
N 0.238 -1.843 -0.097
C -3.901 -2.292 0.436
C -5.028 -1.528 0.726
C 1.674 -0.336 -2.138
C -0.801 2.338 -0.105
C -0.539 -1.114 -4.222
C 3.416 -1.996 -1.915
C 0.164 -2.197 1.227
C 2.112 -1.592 -1.668
C -0.636 3.686 0.014
C -2.677 -0.074 1.804
C 0.237 -2.156 -3.823
C -6.247 -3.268 3.857
C -4.271 -3.610 2.399
C -0.929 -1.578 1.912
C 0.779 -3.262 3.300
C -3.520 -3.333 1.275
C -2.936 -0.216 3.170
C 3.847 0.079 -3.075
C -1.532 4.608 -0.565
C 2.552 0.489 -2.841
C 1.118 -2.486 -1.014
C 1.407 -1.254 -6.010
C -1.141 -1.807 3.294
C -2.179 -1.082 3.917
C -5.432 -2.887 2.666
C -5.800 -1.836 1.827
C -0.281 -2.698 3.965
C 1.026 -3.008 1.949
C 4.275 -1.159 -2.610
C 0.481 4.212 0.695
H -0.451 -2.905 5.009
H -2.643 -3.917 1.036
H 1.898 -3.442 1.485
H 1.564 -3.409 -0.632
H -7.818 -2.698 2.891
H -5.295 -0.712 0.070
H -6.672 -1.231 2.037
H -3.988 -4.404 3.074
H 2.189 1.439 -3.204
H -3.724 0.370 3.617
H -3.270 0.609 1.202
H 1.460 -3.909 3.831
H 3.760 -2.962 -1.583
H -2.351 -1.206 4.975
H 4.525 0.714 -3.622
```

Computed properties:
**Strongest force on any atom**: 2.5 eV Å⁻¹
**HOMO**: -8.454 eV
**E_tot**: -4986.89860 Ha
**Net charge**: 0
**ΔE to the lowest compared entry with this formula, charge and spin**: 32.4 kcal per mole

These are the Mulliken partial charges, in e, on atoms 1 to 5:
1 W 0.00
2 Cl -0.23
3 S -0.46
4 S -0.25
5 S -0.12

# 2
This record from OMol25 describes a structure of composition C30H17AgClI2N6O2Se. The level of theory is wB97M-V/def2-TZVPD.

Geometry as XYZ:
```
60
C30H17AgClI2N6O2Se | OMol25 | wB97M-V/def2-TZVPD
I 0.703 1.300 -5.425
I 1.406 -4.591 -6.390
Ag 0.012 -0.278 -0.356
Se -0.231 -4.143 3.450
Cl 0.313 1.678 7.218
O 1.300 -0.227 1.757
O 0.807 0.246 -2.491
N 1.927 -1.463 1.706
N -0.664 1.599 0.955
N 0.111 -2.484 2.767
N 1.406 -4.775 2.963
N -1.976 0.577 -1.262
N 0.730 -2.296 -1.419
C -3.032 2.249 -3.225
C -2.534 2.808 -2.030
C 1.925 -0.155 4.069
C -0.160 1.579 4.564
C -0.757 1.774 2.219
C 2.064 -3.798 2.365
C -2.048 4.676 -0.597
C 3.202 -1.512 1.126
C -2.582 4.193 -1.758
C -1.369 2.451 0.106
C 0.067 1.170 3.241
C -1.963 1.922 -1.085
C 0.635 1.143 5.595
C -2.987 0.897 -3.407
C 0.902 -0.650 -4.664
C 0.782 -3.499 -0.896
C 3.357 -3.841 1.811
C 1.704 0.289 5.357
C 0.866 -0.757 -3.256
C -1.433 3.813 0.323
C 0.896 -2.132 -2.753
C 1.069 -3.242 -3.629
C 1.001 -4.647 -1.670
C 1.312 -2.537 2.286
C 3.881 -2.683 1.184
C 1.064 -1.727 -5.523
C 1.111 0.251 3.024
C 1.128 -4.518 -3.024
C 1.161 -3.000 -5.015
C -2.471 0.096 -2.377
H -2.071 5.739 -0.391
H -3.436 2.904 -3.987
H 2.736 -0.844 3.873
H -0.979 2.256 4.772
H -2.466 -0.984 -2.475
H 0.643 -3.578 0.175
H -0.935 4.229 1.190
H 1.268 -5.394 -3.644
H 3.532 -0.614 0.628
H 2.347 -0.027 6.165
H 1.056 -5.612 -1.186
H -3.338 0.444 -4.324
H 4.856 -2.723 0.716
H -1.515 2.468 2.597
H -3.029 4.858 -2.487
H 3.920 -4.762 1.845
H 1.124 -1.564 -6.590
```

Computed properties:
**Strongest force on any atom**: 0.9 eV Å⁻¹
**HOMO**: -2.450 eV
**E_tot**: -5236.41598 Ha
**Net charge**: -1
**ΔE to the lowest compared entry with this formula, charge and spin**: 65.4 kcal per mole

These are the Mulliken partial charges, in e, on atoms 1 to 5:
1 I -0.03
2 I -0.02
3 Ag 0.35
4 Se -0.06
5 Cl -0.25

# 3
This record from OMol25 describes a structure of composition C30H18BrCl2F5N2V. The level of theory is wB97M-V/def2-TZVPD.

Geometry as XYZ:
```
59
C30H18BrCl2F5N2V | OMol25 | wB97M-V/def2-TZVPD
Br 2.357 -0.026 -1.233
V -0.090 -0.092 -0.229
Cl 0.664 -6.805 -1.035
Cl -1.535 -2.249 -1.420
F -4.199 1.198 -0.929
F -3.367 0.375 -3.419
F -0.497 -0.547 -3.236
F -2.695 0.988 1.218
F -1.931 -1.784 1.353
N 0.398 -3.518 -0.913
N 0.333 0.085 1.346
C 1.021 -1.046 3.356
C 1.287 -0.978 4.718
C -1.970 -3.751 -1.662
C -0.859 4.306 -0.999
C -0.990 2.915 -0.798
C 0.045 2.009 -0.874
C -2.224 0.310 0.113
C 2.761 4.568 -1.649
C 0.334 -2.270 -0.851
C -3.003 0.623 -1.107
C -1.808 -1.033 0.262
C 1.129 0.207 5.421
C 0.430 1.328 3.398
C -2.611 0.176 -2.300
C 1.320 2.610 -1.195
C -0.004 2.563 2.664
C 3.868 3.782 -1.762
C 0.581 0.119 2.701
C -2.111 -5.320 -3.552
C 1.485 4.015 -1.374
C -1.023 -6.066 -2.985
C -0.423 -5.648 -1.840
C -2.551 -4.191 -2.924
C -1.447 -0.633 -2.271
C 0.354 4.858 -1.273
C 2.514 1.860 -1.350
C -0.574 -4.439 -1.116
C 1.210 -2.324 2.592
C 0.705 1.350 4.758
C 3.741 2.386 -1.617
H 1.995 -2.216 1.840
H 0.586 2.280 5.302
H 4.838 4.214 -1.968
H 1.622 -1.872 5.231
H 0.733 2.847 1.908
H -3.325 -3.580 -3.374
H -1.984 2.591 -0.531
H -0.135 3.395 3.357
H 2.836 5.643 -1.769
H -1.738 4.935 -0.916
H -0.733 -7.017 -3.407
H -2.588 -5.689 -4.450
H 0.308 -2.604 2.050
H 4.602 1.739 -1.723
H 1.482 -3.137 3.265
H -0.939 2.394 2.129
H 0.476 5.925 -1.415
H 1.339 0.241 6.483
```

Computed properties:
**Strongest force on any atom**: 4.5 eV Å⁻¹
**HOMO (spin up / spin down)**: -3.361 / -3.361 eV
**E_tot**: -6200.80388 Ha
**Net charge**: -1
**ΔE to the lowest compared entry with this formula, charge and spin**: 310.0 kcal per mole

These are the Mulliken partial charges, in e, on atoms 1 to 5:
1 Br -0.18
2 V 0.32
3 Cl -0.27
4 Cl 0.53
5 F -0.42

# 4
This record from OMol25 describes a structure of composition C30H19Br2IrN3O6. The level of theory is wB97M-V/def2-TZVPD.

Geometry as XYZ:
```
61
C30H19Br2IrN3O6 | OMol25 | wB97M-V/def2-TZVPD
Ir 8.422 11.700 12.375
Br 5.912 11.991 13.351
Br 7.333 6.150 6.384
O 9.321 8.777 10.873
O 7.818 12.721 10.707
O 12.253 12.254 7.095
O 8.425 13.980 8.883
O 10.585 13.717 7.286
O 7.534 10.218 11.350
N 10.043 11.684 11.087
N 10.293 19.725 12.530
N 11.346 11.142 11.079
C 9.036 8.457 16.000
C 7.718 7.729 8.689
C 6.007 8.513 7.090
C 5.687 9.857 16.972
C 7.278 8.725 9.543
C 9.742 9.491 13.959
C 6.400 10.773 14.769
C 7.596 10.013 14.833
C 8.595 10.286 13.806
C 5.524 10.766 15.863
C 5.597 9.506 7.977
C 7.013 7.596 7.466
C 8.160 9.205 10.702
C 11.940 11.409 9.844
C 9.557 17.306 12.667
C 9.907 12.357 9.880
C 7.883 9.233 16.028
C 8.652 13.140 9.747
C 9.829 18.651 12.489
C 8.317 16.979 13.136
C 8.960 14.620 12.930
C 10.527 16.389 12.229
C 10.245 15.009 12.365
C 8.935 13.236 13.578
C 7.935 15.622 13.174
C 6.216 9.564 9.207
C 11.343 12.709 7.737
C 6.875 9.175 17.059
C 9.980 8.617 14.996
C 11.060 12.155 9.056
H 12.856 10.963 9.468
H 8.520 7.035 9.029
H 11.536 16.772 11.995
H 10.971 14.298 12.075
H 5.815 10.171 10.021
H 7.036 8.524 17.938
H 8.234 13.091 14.399
H 4.990 9.782 17.770
H 4.835 10.189 7.617
H 11.592 10.367 11.687
H 9.221 7.844 16.868
H 10.902 8.029 14.972
H 9.930 12.954 13.937
H 10.500 9.611 13.196
H 9.708 13.888 7.852
H 5.562 8.466 6.125
H 6.918 15.270 13.379
H 4.559 11.313 15.749
H 7.689 17.787 13.440
```

Computed properties:
**2S+1**: 6
**Strongest force on any atom**: 5.1 eV Å⁻¹
**HOMO (spin up / spin down)**: -5.648 / -8.996 eV
**Expectation value of S²**: 8.802
**E_tot**: -7022.41204 Ha
**Net charge**: 0
**ΔE to the lowest compared entry with this formula, charge and spin**: 22.7 kcal per mole

These are the Mulliken partial charges, in e, on atoms 1 to 5:
1 Ir 1.80
2 Br -0.09
3 Br -0.18
4 O -0.64
5 O -0.61

# 5
This record from OMol25 describes a structure of composition C30H19Cl4F10N3O3STc. The level of theory is wB97M-V/def2-TZVPD.

Geometry as XYZ:
```
71
C30H19Cl4F10N3O3STc | OMol25 | wB97M-V/def2-TZVPD
Tc 0.383 0.275 0.404
Cl 0.453 3.880 -5.362
Cl 2.969 2.027 -5.596
Cl -1.294 3.811 -2.736
Cl 3.707 0.111 -3.185
S -0.314 -1.233 -2.465
F 1.649 -3.708 1.123
F -1.923 1.153 1.313
F 1.205 2.495 4.608
F -3.367 2.394 5.614
F -2.389 -5.940 0.343
F -3.910 1.494 3.082
F -0.781 2.892 6.301
F -3.758 -3.640 0.840
F 0.330 -5.941 0.514
F -2.463 -1.412 1.507
O -0.533 -1.106 -0.955
O 1.810 0.362 -0.906
O -0.277 1.810 -0.756
N 0.678 1.587 1.891
N 2.953 -0.012 1.741
N 0.316 -1.259 1.671
C 1.177 -1.292 2.862
C -2.385 2.211 4.729
C -3.468 1.326 -4.440
C -2.427 -3.658 0.933
C 2.663 -1.197 2.527
C -2.693 0.131 -2.501
C 0.432 1.965 -1.859
C 1.989 2.214 1.952
C 0.893 2.846 -4.054
C -2.319 0.979 -5.137
C -1.564 -0.225 -3.222
C 0.310 -3.660 1.104
C -3.652 0.913 -3.127
C -1.736 -4.827 0.676
C -0.356 -4.825 0.768
C -1.072 2.470 5.069
C 4.100 -0.169 0.862
C -1.740 -2.511 1.286
C 2.354 1.174 -3.105
C 2.010 2.019 -4.163
C -1.348 0.201 -4.524
C -1.027 -2.844 -2.768
C 0.108 2.827 -2.902
C -1.622 1.573 2.562
C -0.349 -2.463 1.374
C -0.273 1.821 2.853
C 3.003 1.224 2.516
C 1.570 1.160 -1.965
C -0.046 2.272 4.162
C -2.657 1.749 3.452
H 4.216 0.725 0.249
H -0.372 -3.579 -2.302
H 1.965 3.139 2.527
H 4.010 1.654 2.491
H -4.536 1.214 -2.582
H -4.217 1.944 -4.916
H -0.428 -0.048 -5.041
H 3.934 -1.005 0.184
H -2.022 -2.866 -2.327
H 2.280 2.479 0.931
H -2.165 1.332 -6.148
H -2.798 -0.172 -1.467
H -1.072 -3.001 -3.845
H 0.900 -0.458 3.513
H 2.961 -2.064 1.943
H 2.765 1.021 3.561
H 0.995 -2.209 3.428
H 5.032 -0.335 1.422
H 3.234 -1.218 3.469
```

Computed properties:
**2S+1**: 4
**Strongest force on any atom**: 0.2 eV Å⁻¹
**HOMO (spin up / spin down)**: -7.799 / -7.889 eV
**Expectation value of S²**: 3.769
**E_tot**: -4862.93908 Ha
**Net charge**: 0
**ΔE to the lowest compared entry with this formula, charge and spin**: 23.6 kcal per mole

These are the Mulliken partial charges, in e, on atoms 1 to 5:
1 Tc 0.19
2 Cl -0.18
3 Cl -0.21
4 Cl -0.14
5 Cl -0.20